Computed, not measured: a molecular structure, C30H44BrClN2P2Re at a distorted geometry, with ωB97M-V/def2-TZVPD.

Properties
Spin multiplicity = 4
HOMO-LUMO gap (alpha / beta) = 6.1 / 4.7 eV
Total charge = +4
Molecular weight = 796.21 g mol⁻¹

Each line ends with the Löwdin charge.
Positions of all 81 atoms, in Å:
N -6.122851 -1.934293 4.789297  0.1560
C -5.187979 -1.102415 5.259345  -0.0526
C -4.644996 -0.053607 4.504869  0.0500
C -5.126790 0.147871 3.186439  -0.1726
C -6.088812 -0.764363 2.688523  0.0460
C -6.531304 -1.796352 3.527023  -0.0524
C -4.537577 1.106057 2.280081  0.0786
Re 0.012807 1.739371 -0.956454  1.0592
P 3.106406 0.633043 -1.618204  1.0262
C -4.577138 1.005760 0.906419  0.0533
C -3.475401 1.268495 0.033990  -0.1772
C -3.504521 0.931070 -1.357438  -0.0001
C -2.579172 1.543619 -2.201359  -0.0448
C -1.690481 2.383921 -1.515091  -0.2370
C -1.468992 2.702750 -0.051785  -0.3365
C -2.275509 1.723909 0.662131  -0.0296
Br 1.278009 3.106456 -2.459926  0.4712
H -3.929753 1.878958 2.738924  0.1411
H -5.577915 0.844401 0.484839  0.1615
H -3.830685 0.567247 4.896116  0.1340
H -6.461423 -0.699366 1.665609  0.1270
H -4.872824 -1.227263 6.297780  0.1403
H -7.268876 -2.513157 3.162596  0.1404
H -4.258509 0.250091 -1.787591  0.1622
H -2.050292 1.543986 1.732878  0.1266
H -2.453352 1.334217 -3.259980  0.1311
H -1.349522 3.704413 0.410179  0.1460
P -0.316994 -1.057956 -0.785759  1.0084
C 4.139245 2.057181 -1.015012  -0.4045
C 4.949425 2.919202 -2.001668  -0.0994
H 4.824977 1.637002 -0.254609  0.0765
H 3.401414 2.679556 -0.466047  0.0438
H 5.235880 3.858600 -1.499304  0.1069
H 5.900723 2.438342 -2.276592  0.0920
H 4.405930 3.165630 -2.923662  0.0700
C 3.211797 0.326744 -3.450924  -0.3810
C 4.527933 0.121382 -4.222085  -0.0823
H 2.610994 1.142579 -3.890816  0.0334
H 2.611768 -0.595778 -3.555524  0.0707
H 4.303424 0.048045 -5.300612  0.1124
H 5.257313 0.934577 -4.083130  0.0812
H 5.021053 -0.827284 -3.962032  0.0864
C 4.073110 -0.753490 -0.920384  -0.3878
C 5.596805 -0.601468 -0.911518  -0.0767
H 3.769030 -1.643285 -1.493885  0.0865
H 3.689738 -0.837670 0.109847  0.0653
H 6.016188 -1.498348 -0.437202  0.1139
H 6.005232 -0.516801 -1.928656  0.0860
H 5.936524 0.258929 -0.320786  0.0788
C 0.450836 -2.528627 0.210004  -0.3563
C 1.727641 -3.209453 -0.253449  -0.1061
H -0.350424 -3.285726 0.220180  0.0958
H 0.541425 -2.197670 1.256003  0.0713
H 1.757113 -4.196646 0.234733  0.1142
H 1.754436 -3.374943 -1.339504  0.0803
H 2.625967 -2.665778 0.061578  0.0486
C -0.266302 -1.944129 -2.420834  -0.3818
C -1.483803 -1.755358 -3.306901  -0.1127
H -0.131868 -3.008229 -2.180910  0.0981
H 0.654499 -1.600451 -2.911566  0.0632
H -1.419056 -2.466976 -4.138223  0.1084
H -2.421415 -1.974592 -2.787722  0.0710
H -1.527019 -0.744723 -3.721439  0.0656
C -1.999235 -1.723829 -0.275437  -0.3858
C -2.320528 -1.728725 1.214450  -0.1148
H -2.049030 -2.756788 -0.659625  0.1127
H -2.744890 -1.150106 -0.836518  0.0373
H -3.390818 -1.955307 1.337394  0.0920
H -1.758673 -2.500097 1.760971  0.0883
H -2.125166 -0.750377 1.670968  0.0528
Cl 1.151025 3.959832 4.087770  0.8181
C 1.241270 2.519309 3.151631  -0.6024
C 1.690765 1.327329 3.718933  0.0010
C 1.705324 0.204899 2.888845  0.0172
C 1.364363 0.344879 1.541170  -0.1644
N 0.843508 1.478487 1.011412  -0.1391
C 0.823839 2.580798 1.808545  -0.1285
H 1.986995 1.297740 4.766128  0.1476
H 2.012773 -0.777886 3.268014  0.1456
H 1.497731 -0.488192 0.845310  0.0273
H 0.454666 3.490800 1.349231  0.1070

Atomic forces in eV per Å
N 0.156 0.119 -0.173
C 0.511 0.964 -0.041
C 0.021 0.006 0.385
C 0.076 0.550 -1.202
C -0.358 -1.045 0.230
C -0.227 0.463 -0.718
C 0.211 -0.666 2.520
Re 3.167 -2.330 -2.110
P 3.943 0.141 -1.509
C -0.869 -0.082 -1.420
C 0.639 -0.727 1.754
C -0.190 1.531 -1.975
C -1.427 -0.634 0.717
C 2.264 0.285 2.246
C -3.367 0.062 -0.605
C -0.411 0.720 0.659
Br -0.646 -0.304 0.335
H 0.355 -0.189 0.083
H 0.500 -0.645 -0.242
H -0.511 -0.175 0.003
H -0.073 0.007 0.399
H -0.094 -0.155 -0.324
H 0.177 0.154 0.171
H 0.285 0.453 0.442
H -0.635 0.410 -0.598
H -0.224 0.025 0.164
H 0.164 -0.506 -0.565
P -1.309 -2.456 -0.122
C -0.867 0.696 0.863
C 0.194 0.004 -0.245
H -0.685 0.188 -0.332
H 0.568 -0.022 -0.175
H -0.310 -0.331 -0.154
H -0.450 -0.045 0.029
H 0.128 0.004 0.246
C -1.607 0.325 -0.178
C 0.894 -0.104 0.302
H 0.318 -0.419 -0.066
H 0.037 0.293 -0.097
H -0.184 0.165 0.481
H -0.384 -0.271 -0.050
H -0.207 0.326 0.037
C -1.250 -0.678 0.596
C 0.463 0.354 -0.225
H 0.092 0.166 0.355
H 0.371 -0.362 -0.149
H -0.154 0.128 -0.184
H -0.100 -0.044 0.401
H 0.002 -0.442 -0.206
C 0.564 0.521 0.816
C 0.298 0.058 0.063
H 0.187 0.592 -0.300
H -0.008 -0.228 -0.258
H 0.082 0.301 -0.218
H 0.083 0.001 0.354
H -0.244 -0.256 -0.146
C 0.481 0.726 -0.161
C -0.081 -0.021 -0.355
H -0.036 0.366 0.093
H -0.197 -0.279 -0.197
H -0.026 0.262 0.060
H 0.186 0.048 -0.134
H -0.052 -0.150 -0.051
C -0.571 0.910 -0.170
C -0.135 -0.017 0.133
H 0.188 0.513 -0.090
H 0.061 -0.274 0.257
H 0.331 0.040 0.064
H -0.204 0.331 -0.138
H -0.017 -0.225 0.069
Cl 0.072 -0.355 -0.246
C -0.220 0.947 -0.463
C -0.396 -0.220 -0.473
C 0.321 0.135 -0.379
C -0.086 -0.679 0.111
N 0.256 0.823 0.782
C 0.173 -0.650 0.681
H -0.059 -0.066 -0.197
H 0.012 0.494 -0.236
H -0.138 0.435 0.553
H 0.174 0.009 0.422



Computed, not measured: 4 unconnected molecules or ions with the total composition C2H10O2S2 at a distorted geometry, with ωB97M-V/def2-TZVPD.

Properties
HOMO-LUMO gap = 3.8 eV
Molecular weight = 130.23 g mol⁻¹

Each line ends with the Löwdin charge.
Positions of all 16 atoms, in Å:
C -0.252986 -1.228491 -1.059368  -0.2634
C -0.164089 0.118676 -0.405196  -0.7348
S -1.168166 1.272442 -1.346600  0.8046
S 3.004793 -1.088590 -0.265730  0.5194
H -1.350935 -1.418371 -1.137234  0.0735
H 0.202356 -2.085184 -0.596923  0.0470
H 0.313565 -1.129721 -2.053658  0.0896
H 0.836743 0.517453 -0.341161  0.0193
H -0.433380 -0.128915 0.685385  0.1293
H 3.930125 -0.342799 -0.846053  -0.2759
H -3.203915 1.452253 -0.067831  -0.1139
H -3.672771 2.771640 0.612093  0.0605
O -3.727052 1.794303 0.606478  -0.0582
H 2.047408 -0.554281 1.363406  -0.1682
H 2.073554 0.365954 2.640633  0.0213
O 1.564750 -0.316368 2.211758  -0.1501

Atomic forces in eV per Å
C 0.060 -0.067 -2.569
C -2.739 -1.112 0.412
S 1.486 -0.697 1.346
S -0.648 -0.318 -0.601
H 0.966 -0.225 -0.544
H 0.314 -0.058 0.842
H -1.426 -0.480 1.020
H 1.807 0.693 0.203
H 0.351 1.526 -0.904
H 0.284 0.467 -0.165
H 1.445 -0.522 -1.849
H 0.203 -1.002 -0.277
O -1.816 1.547 2.260
H -0.337 0.655 1.640
H 0.340 0.269 0.051
O -0.289 -0.676 -0.865



Computed, not measured: a single C2H2FN3 molecule at a distorted geometry, with ωB97M-V/def2-TZVPD.

Properties
HOMO-LUMO gap = 9.5 eV
Molecular weight = 87.06 g mol⁻¹

Each line ends with the Löwdin charge.
Positions of all 8 atoms, in Å:
C -1.026207 -0.830093 0.071952  -0.3449
C 1.043051 0.060135 -0.149750  -0.2314
N 0.090271 -1.432398 -0.085560  0.1272
N -1.089074 0.560937 0.038472  -0.0155
N 0.146448 0.990223 -0.106480  0.0024
F 2.303378 0.157409 0.078224  0.1545
H -2.029930 -1.393981 0.075734  0.1315
H 0.562066 1.887768 0.077408  0.1762

Atomic forces in eV per Å
C -2.359 2.238 -0.886
C -3.761 -6.430 0.123
N 4.674 3.725 0.017
N -2.510 -0.931 0.297
N 2.716 -1.011 0.625
F 0.678 0.393 -0.296
H 1.794 1.018 0.189
H -1.231 0.999 -0.070



Computed, not measured: a molecular structure, C9H20Br4NNi at a distorted geometry, with ωB97M-V/def2-TZVPD.

Properties
Spin multiplicity = 3
HOMO-LUMO gap (alpha / beta) = 5.5 / 5.4 eV
Total charge = -1
Molecular weight = 520.57 g mol⁻¹

Each line ends with the Löwdin charge.
Positions of all 35 atoms, in Å:
Ni 6.258520 9.318709 -0.890737  -0.4494
C 3.422737 7.316628 -2.227033  -0.1923
C 1.985312 7.045017 -1.768854  -0.2301
C 1.170845 8.377371 -1.713779  -0.1717
C 0.980038 8.885387 -3.161910  -0.1199
N 0.086391 10.118255 -3.303249  -0.2165
C -1.430229 9.770683 -3.209867  -0.0799
C -1.862962 9.392588 -4.666274  -0.1505
C -1.238171 10.549388 -5.469985  -0.1413
C 0.132112 10.660944 -4.761257  -0.1126
C 0.515674 11.319340 -2.341255  0.0682
H 3.913991 8.124068 -1.684068  -0.0407
H 3.478646 7.509532 -3.298369  0.0608
H 4.095665 6.476390 -2.055924  0.0574
H 2.063897 6.661704 -0.751498  0.1072
H 1.653068 6.355325 -2.544756  0.0975
H 1.694310 9.123016 -1.115372  0.1032
H 0.259395 8.160373 -1.156760  0.1007
H 0.754196 8.107473 -3.891255  0.1342
H 1.902683 9.331595 -3.533030  0.1226
H -2.038698 10.590444 -2.827943  0.1290
H -1.502526 8.860538 -2.614445  0.1182
H -2.944398 9.384995 -4.802398  0.1117
H -1.519662 8.386068 -4.905376  0.1120
H -1.775973 11.478049 -5.279037  0.1137
H -1.030693 10.337304 -6.518832  0.1174
H 0.578401 11.654147 -4.711623  0.1222
H 0.845245 10.110993 -5.375348  0.1288
H -0.013422 12.206135 -2.690179  0.0998
H 1.591846 11.417995 -2.483401  0.0552
H 0.343317 10.895048 -1.352134  0.0987
Br 6.880183 7.889310 -2.856389  -0.2586
Br 5.266724 8.056030 1.106737  -0.3233
Br 8.242802 10.585487 0.012149  -0.3224
Br 4.640525 11.039792 -1.713526  -0.2492

Atomic forces in eV per Å
Ni 0.503 -0.092 0.361
C 0.541 -0.001 0.121
C 1.433 1.406 -0.125
C 0.024 -0.835 -0.734
C 0.795 1.272 0.880
N -2.079 1.219 -1.349
C 0.464 -1.476 -0.718
C -0.064 1.046 0.572
C 1.246 -0.536 1.438
C 1.098 0.185 -0.422
C 0.070 -2.568 -1.093
H -0.316 0.159 -0.114
H 0.040 0.239 -0.067
H -0.237 -0.226 0.018
H -0.449 -0.417 -0.191
H -0.960 -0.318 0.573
H 0.397 -0.083 -0.138
H -0.541 0.141 -0.403
H -0.759 0.107 0.104
H 0.530 -0.409 0.345
H 0.425 0.045 0.149
H -0.102 0.436 0.511
H -0.043 -0.031 0.350
H 0.329 0.206 -0.234
H -0.328 -0.156 -0.461
H -0.466 0.243 0.028
H -0.359 0.094 -0.009
H 0.172 -0.450 0.558
H -0.191 -0.249 0.507
H 0.138 0.099 0.062
H -0.268 0.790 0.071
Br -0.120 0.259 0.198
Br -0.029 0.293 -0.449
Br -0.565 -0.286 -0.279
Br -0.330 -0.106 -0.059



Computed, not measured: 2 unconnected molecules or ions with the total composition C6H12N2 at a distorted geometry, with ωB97M-V/def2-TZVPD.

Properties
Spin multiplicity = 2
HOMO-LUMO gap (alpha / beta) = 9.6 / 5.8 eV
Total charge = +1
Molecular weight = 112.18 g mol⁻¹

Each line ends with the Löwdin charge.
Positions of all 20 atoms, in Å:
C -2.051981 -1.479244 -2.004540  -0.1619
C -1.835518 -2.137396 -0.589170  -0.1687
H -3.207461 -1.091766 -2.047932  0.1172
H -1.379170 -0.742939 -2.276592  0.0030
H -2.033536 -2.236179 -2.795485  0.0545
H -2.748313 -2.758141 -0.310016  0.0890
H -1.086910 -2.879942 -0.588597  0.0252
H -1.443416 -1.395190 0.131699  0.0413
C 2.310681 0.293228 -0.568298  0.0281
C 1.071212 2.284381 0.740757  0.0938
C 1.578481 0.993020 0.570777  -0.2264
C 0.538609 1.117845 2.488280  -0.0162
N 0.447776 2.418331 1.995729  0.1416
N 1.066746 0.271120 1.590818  0.1543
H 0.866302 3.051266 -0.052546  0.1738
H -0.070299 3.147922 2.447861  0.1690
H 2.134188 -0.765594 -0.488231  0.0890
H 3.361626 0.271481 -0.226263  0.1118
H 0.268980 0.869008 3.544330  0.1724
H 2.212004 0.768790 -1.562579  0.1091

Atomic forces in eV per Å
C -4.401 -1.858 1.095
C -1.102 0.412 -0.819
H 2.987 -0.473 0.064
H 1.263 1.695 -0.267
H 0.100 -0.012 0.197
H 0.940 1.443 0.140
H 1.222 -0.881 -0.447
H -0.981 -0.306 0.049
C 0.399 1.222 1.387
C -1.935 4.034 0.071
C -0.998 -2.636 -0.148
C -0.077 0.469 0.145
N 1.658 -3.188 -1.724
N 0.937 0.220 0.935
H 0.668 -0.690 0.993
H 0.017 0.637 -0.258
H -0.859 -0.349 -0.412
H 0.032 0.592 -0.439
H 0.088 0.084 -1.245
H 0.040 -0.415 0.684



Computed, not measured: 2 unconnected molecules or ions with the total composition CH2Cl2FNS at a distorted geometry, with ωB97M-V/def2-TZVPD.

Properties
HOMO-LUMO gap (alpha / beta) = 7.7 / 7.9 eV
Molecular weight = 150.00 g mol⁻¹

Each line ends with the Löwdin charge.
Positions of all 8 atoms, in Å:
C -0.940839 2.640396 -1.517431  -1.3153
N -0.295078 -0.014866 -0.178236  -0.5559
F -1.783936 2.819123 -2.559837  -0.0982
S -1.838960 0.521104 -0.116747  0.6021
Cl 0.597022 2.012214 -1.771083  0.6927
Cl -0.989117 4.130378 -0.632842  0.6110
H 0.061158 -0.368164 0.709764  0.0356
H -0.104828 -0.634669 -0.970991  0.0280

Atomic forces in eV per Å
C -1.846 0.057 0.937
N 0.131 -1.619 0.196
F 0.944 -0.939 0.075
S 0.017 1.736 -0.966
Cl 0.314 0.248 -0.839
Cl 0.188 -0.036 0.416
H 0.157 0.318 -0.415
H 0.094 0.236 0.597



Computed, not measured: a single C2H5N3O molecule at a distorted geometry, with ωB97M-V/def2-TZVPD.

Properties
HOMO-LUMO gap = 8.9 eV
Molecular weight = 87.08 g mol⁻¹

Each line ends with the Löwdin charge.
Positions of all 11 atoms, in Å:
C -0.514384 -1.487596 -0.125448  -0.1266
N 0.390104 -0.734632 0.664162  -0.0305
C 0.550362 0.492852 -0.046308  -0.5052
N -0.746821 1.232683 -0.063478  -0.0041
N -0.678142 2.441229 -0.128138  0.0947
O 1.617336 1.082028 -0.054323  0.0743
H 1.282469 -1.183548 0.853135  0.1315
H 0.281734 2.814024 0.061762  0.0793
H -1.541399 -1.310519 0.195039  0.0728
H -0.249134 -2.539373 -0.211265  0.0856
H -0.392124 -0.807147 -1.145139  0.1282

Atomic forces in eV per Å
C -1.124 1.433 -3.431
N 1.324 2.018 -0.353
C 2.802 1.150 5.738
N -0.562 -1.324 -1.876
N -0.004 1.139 1.268
O -1.098 -0.641 -1.251
H -0.126 0.290 -0.130
H 0.187 -0.397 -0.891
H 0.027 -0.486 0.034
H -0.096 0.183 -0.301
H -1.331 -3.365 1.193